24
Properties=species:S:1:pos:R:3:mulliken_charge:R:1 method="wB97M-V/def2-TZVPD" charge=+1 lumo_energy_ev="-2.59 / -6.97" spin_multiplicity=3 s2=2.005 homo_ev="-8.11 / -13.38" fmax_ev_per_a=5.40
C -1.4770 -0.4265 1.1025 0.403
C 0.8279 1.8792 0.3696 -1.352
C 0.9405 -1.7174 0.0038 -0.965
C 0.5200 0.8255 -0.7413 0.362
C -0.0397 -0.5527 -0.3688 -0.565
N -0.9925 -0.0201 2.2983 -0.248
N -1.1327 -0.9399 -1.3117 -0.144
N -0.4034 1.4150 -1.7654 -0.644
O -2.5174 -0.7647 0.6731 -0.521
S 1.6697 -1.5377 1.7029 -0.083
H 1.7082 1.4626 0.9219 0.305
H 1.0652 2.8100 -0.0903 0.408
H 0.0425 1.7507 1.0986 0.409
H 1.6183 -1.7648 -0.7615 0.559
H 0.1908 -2.5510 -0.0702 0.359
H 1.4843 0.7301 -1.4360 0.453
H -0.0082 0.0062 2.4581 0.142
H -1.6229 -0.2390 3.0692 0.306
H -2.1155 -0.8548 -0.9348 0.306
H -0.9442 -1.7576 -1.8777 0.377
H -1.0680 1.9646 -1.2442 0.215
H -0.9293 -0.2649 -2.0728 0.426
H 0.1720 1.9004 -2.4115 0.263
H 3.0114 -1.3533 1.3883 0.228

---

23
Properties=species:S:1:pos:R:3:mulliken_charge:R:1 method="wB97M-V/def2-TZVPD" charge=0 lumo_energy_ev="0.87 / -1.44" de_lowest_ev=0.680 spin_multiplicity=3 s2=2.009 homo_ev="-7.66 / -8.85" fmax_ev_per_a=7.45
C 3.0118 -0.7140 -0.9021 -1.225
C 1.5325 -0.4960 -0.2993 -0.443
C 1.4838 0.8049 0.5327 -0.672
C 0.1130 1.4098 0.4125 -0.882
C -0.9820 0.5094 1.0325 -0.433
N -3.3381 -0.7276 0.1078 -0.527
N -2.7266 0.9405 -1.4322 -0.579
N -2.7829 -1.8120 -0.2854 -0.071
P -2.5825 0.7563 0.0485 0.619
H 2.8985 -1.7201 -1.4106 0.331
H 3.7376 -1.1030 -0.1923 0.338
H 3.2450 0.2416 -1.6094 0.317
H 0.9070 -0.3757 -1.1760 0.314
H 1.3160 -1.2351 0.4710 0.377
H 2.3028 1.5118 0.0598 0.346
H 1.9082 0.5775 1.5588 0.213
H -0.0496 1.6561 -0.6181 0.479
H 0.1504 2.3825 0.8430 0.450
H -0.6400 -0.5745 0.8910 -0.050
H -1.2699 0.6035 2.0057 0.516
H -3.0462 -2.4512 -0.9398 0.214
H -1.7110 -1.7368 -0.1142 0.258
H -3.4776 1.5522 1.0160 0.111

---

24
Properties=species:S:1:pos:R:3:mulliken_charge:R:1 method="wB97M-V/def2-TZVPD" charge=+2 lumo_energy_ev=-6.16 de_lowest_ev=2.826 homo_ev=-13.73 fmax_ev_per_a=5.63
C 2.1045 2.2170 -0.3139 0.505
C 1.6593 1.1215 -0.6241 -0.602
C 3.3126 -0.3631 0.8533 0.243
C 0.7483 -0.9488 -1.5308 -0.799
C 3.2374 -2.2173 -0.5807 -1.021
N 1.9905 -0.2229 -0.9692 -0.246
N 2.7889 -0.9166 -0.1604 0.464
N 2.2549 3.4315 -0.1669 -0.399
N -9.2211 0.3685 1.2458 -0.634
O 4.2026 -1.0281 1.5935 -0.445
H 3.0479 0.6021 1.1593 0.262
H 0.6398 -0.6780 -2.6220 0.314
H 0.8568 -2.0810 -1.5168 0.340
H -0.0689 -0.6205 -0.9940 0.323
H 3.3828 -2.1097 -1.7116 0.342
H 4.2114 -2.2814 -0.1439 0.467
H 2.5446 -3.0247 -0.2159 0.351
H -9.6184 0.6352 2.1464 0.370
H 2.5551 4.0302 -0.9562 0.268
H 1.8686 3.8370 0.6618 0.249
H -9.8815 0.5133 0.3786 0.428
H -8.8271 -0.6256 1.2841 0.411
H -8.3011 0.8500 0.8895 0.425
H 4.5117 -0.4883 2.2941 0.383

---

31
Properties=species:S:1:pos:R:3:mulliken_charge:R:1 method="wB97M-V/def2-TZVPD" charge=0 lumo_energy_ev=-0.20 de_lowest_ev=2.568 homo_ev=-5.47 fmax_ev_per_a=10.65
Zn 0.3247 -0.5526 0.5852 1.169
C -0.3588 -2.3500 2.1830 0.801
O -0.7429 -1.2194 2.1987 -0.678
O 0.5158 -2.4919 1.3322 -0.699
O -0.9443 -3.3495 2.6541 -0.830
C -2.1267 -1.6697 -1.0656 0.546
O -1.2153 -0.9061 -0.7764 -0.647
N -2.7697 -1.7306 -2.1739 -0.512
N -2.6919 -2.4766 -0.3121 -0.290
H -2.4074 -1.2326 -2.9744 0.214
H -3.7789 -1.7491 -2.1386 0.202
H -2.3934 -2.6044 0.6443 0.260
H -3.0738 -3.2348 -0.8592 0.212
C -0.4983 2.6370 0.0784 0.563
O -0.2440 1.4972 0.2967 -0.660
N -1.6926 3.1177 -0.1724 -0.411
N 0.3860 3.5833 -0.0702 -0.412
H -1.7692 4.0701 -0.4998 0.125
H -2.5494 2.6027 -0.0282 0.232
H 0.0141 4.5199 -0.1374 0.168
H 1.2876 3.2595 0.2499 0.237
C 3.0799 -0.1164 0.7209 -0.579
C 2.6534 0.3387 -0.6898 -0.186
O 1.5591 -0.5379 -1.0655 -0.325
O 2.0355 0.1614 1.6983 -0.397
H 3.9383 0.5040 0.9786 0.407
H 3.5546 -1.0867 0.8661 0.417
H 3.4313 0.2846 -1.4514 0.508
H 2.3249 1.3742 -0.6007 -0.005
H 1.6440 -0.7317 -2.0019 0.283
H 2.5076 0.0894 2.5311 0.286

---

24
Properties=species:S:1:pos:R:3:mulliken_charge:R:1 method="wB97M-V/def2-TZVPD" charge=+1 lumo_energy_ev=-4.90 de_lowest_ev=3.690 homo_ev=-11.36 fmax_ev_per_a=5.88
C -0.8066 -1.9754 -0.3477 -0.754
C -2.0187 0.0275 0.1485 -0.731
C 0.1720 -0.8538 -0.3946 0.552
C -0.7375 0.3771 -0.2934 -0.007
C -1.0279 2.7537 0.0931 -0.970
N -2.1980 -1.4068 -0.1127 -0.368
N 1.2849 -0.7348 0.6454 -0.257
N 3.3525 -0.2223 -0.5468 -0.493
N 2.5832 -1.1351 0.1999 -0.280
N -0.2155 1.6341 -0.4275 -0.122
H -0.8685 -2.3549 -1.3469 0.256
H -0.6674 -2.8668 0.4015 0.303
H -2.1769 0.3682 1.1506 0.406
H -2.8592 0.6432 -0.2323 0.451
H 0.7036 -0.9281 -1.4374 0.225
H -1.1165 2.5089 1.1451 0.397
H -0.5461 3.6851 0.0715 0.368
H -1.8829 2.8413 -0.5641 0.347
H -2.7076 -1.8531 0.6593 0.301
H 1.1696 -1.3200 1.4539 0.296
H 2.6643 0.3942 -1.0025 0.235
H 3.0423 -1.5478 0.9640 0.256
H 3.9951 0.3104 0.0527 0.250
H 0.8619 1.6551 -0.2796 0.341

---

26
Properties=species:S:1:pos:R:3:mulliken_charge:R:1 method="wB97M-V/def2-TZVPD" charge=+1 lumo_energy_ev="-3.32 / -3.33" de_lowest_ev=6.586 homo_ev="-11.65 / -11.64" fmax_ev_per_a=4.00
C -0.2713 -1.2570 -1.2195 -0.758
C -0.2204 -1.0472 1.2785 -0.726
C -1.0562 0.0853 -1.2649 -0.715
C -1.0130 0.2366 1.1791 -0.772
C -2.5178 1.6584 -0.0390 -0.935
N 3.8294 0.0548 -0.1864 -0.493
N 0.4477 -1.3497 0.0480 0.832
N 1.6640 -1.8497 -0.0460 -0.991
N 2.6179 0.0497 -0.1363 0.782
N -1.8737 0.3184 -0.0427 0.068
O 1.7281 0.8256 -0.1568 -0.570
O 4.4338 1.3096 -0.2407 -0.373
H -0.7637 -2.1402 -1.5531 0.454
H 0.5386 -1.1774 -2.0364 0.345
H 0.5960 -0.8697 2.0116 0.437
H -0.8264 -1.8780 1.6446 0.321
H -0.3438 0.7942 -1.3945 0.476
H -1.6203 0.0618 -2.1742 0.455
H -1.6609 0.3790 2.1204 0.430
H -0.4460 1.1410 1.1709 0.538
H -3.5769 1.5520 -0.4466 0.348
H -2.5114 2.0970 0.9017 0.425
H -2.0697 2.3616 -0.6476 0.374
H 2.1770 -2.2451 0.8219 0.307
H -2.5650 -0.3745 0.1315 0.357
H 5.3040 1.2636 0.2768 0.384

---

28
Properties=species:S:1:pos:R:3:mulliken_charge:R:1 method="wB97M-V/def2-TZVPD" charge=+1 lumo_energy_ev="-3.03 / -4.02" de_lowest_ev=0.000 homo_ev="-11.83 / -10.81" fmax_ev_per_a=2.06
C 2.5419 -1.3519 -0.4717 -0.179
C 2.0242 0.7395 -1.6283 0.697
C 0.1294 0.7681 0.0522 -0.307
C -2.6069 0.0141 -1.2420 -0.570
C -2.1840 -1.0576 2.9532 -0.656
N 1.9682 -1.0182 0.6070 -0.171
N 1.2388 1.3418 -0.7366 -0.209
N 0.5829 0.5329 1.3838 -0.562
N 2.4281 -0.5523 -1.5792 -0.070
N 2.5349 1.4861 -2.6134 -0.385
N -0.3260 -0.3832 -0.6963 -0.119
N -0.2262 0.0493 2.2674 0.000
O -1.2622 -0.0488 -1.6872 -0.376
O -1.2543 -0.8769 1.9068 -0.138
H -0.6469 1.5631 0.0723 0.540
H -2.7515 0.7898 -0.4812 0.255
H -2.9302 -0.9523 -0.8435 0.257
H -3.1831 0.2607 -2.1290 0.262
H -2.7045 -0.1262 3.1879 0.311
H -1.6950 -1.4483 3.8498 0.263
H -2.8934 -1.7911 2.5772 0.273
H 2.1192 -1.5681 1.4412 0.241
H 1.2227 2.3528 -0.7874 0.311
H 2.8806 -0.9143 -2.4090 0.272
H 2.2518 2.4411 -2.7592 0.206
H 3.1970 1.1037 -3.2687 0.197
H -0.6848 -1.1313 -0.1059 0.349
H 0.2294 -0.2225 3.1398 0.308

---

21
Properties=species:S:1:pos:R:3:mulliken_charge:R:1 method="wB97M-V/def2-TZVPD" charge=-1 lumo_energy_ev=4.23 de_lowest_ev=1.183 homo_ev=-2.54 fmax_ev_per_a=2.71
C -2.2239 0.5113 -0.0691 -0.775
C -1.4243 1.0061 1.2082 -0.296
N -0.5572 2.1519 0.9117 -0.498
C 0.8480 1.6436 0.8477 -0.749
H -3.0007 -0.1813 0.3272 0.265
H -1.5196 -0.0026 -0.6677 -0.065
H -2.6516 1.3629 -0.5937 0.381
H -0.8732 0.1499 1.5672 0.216
H -2.1204 1.2760 2.0186 0.458
H -0.5319 2.8096 1.6276 0.202
H 1.5628 2.4027 0.4389 0.351
H 1.2436 1.2360 1.7881 0.273
H 0.8837 0.8705 0.0706 0.192
C 0.5544 -1.7729 -1.1091 -0.625
O 0.2323 -1.0987 0.0209 -0.663
C 2.0594 -2.0864 -1.2656 -0.980
H 0.3076 -1.1672 -2.0520 0.231
H -0.0011 -2.6973 -1.2185 0.274
H 2.2532 -2.4750 -2.2638 0.348
H 2.3421 -2.8047 -0.4964 0.240
H 2.6169 -1.1344 -1.0907 0.220

---

21
Properties=species:S:1:pos:R:3:mulliken_charge:R:1 method="wB97M-V/def2-TZVPD" charge=0 lumo_energy_ev="0.92 / 0.53" de_lowest_ev=2.282 spin_multiplicity=2 s2=0.751 homo_ev="-3.24 / -9.87" fmax_ev_per_a=1.24
C -0.2559 0.2450 -1.0931 -1.764
C 0.8711 0.5522 -0.1267 -0.553
C 1.6549 -0.5515 0.6008 1.449
C 1.1217 -1.6619 1.0872 -1.453
C 3.1171 -0.2179 0.7374 -1.452
N -1.4866 -0.3371 -0.5377 -0.474
H -0.5237 1.1501 -1.6359 0.329
H 0.0910 -0.4290 -1.8755 0.345
H 0.5383 1.2348 0.6652 0.329
H 1.5671 1.1496 -0.7104 0.369
H 0.0998 -1.9986 1.0210 0.172
H 1.7509 -2.3648 1.6229 0.273
H 3.6723 -0.6904 -0.0844 0.295
H 3.2881 0.8481 0.7369 0.384
H 3.5486 -0.6552 1.6229 0.417
H -1.9896 0.4067 -0.0133 0.474
H -2.0417 -0.8051 -1.3469 0.968
H -1.1829 -1.0669 0.1182 0.077
H -4.0534 1.2245 -1.1227 0.445
H -3.5146 2.4593 -0.3338 0.379
O -3.6435 1.5032 -0.2892 -1.007

---

21
Properties=species:S:1:pos:R:3:mulliken_charge:R:1 method="wB97M-V/def2-TZVPD" charge=0 lumo_energy_ev="0.61 / 0.52" de_lowest_ev=2.273 spin_multiplicity=2 s2=0.750 homo_ev="-2.74 / -11.64" fmax_ev_per_a=2.73
C 0.5780 1.6444 -0.8932 -1.733
C -0.1926 1.0293 0.2799 -0.020
N -0.9845 -0.1681 -0.1898 -0.259
C -1.0822 -0.9260 1.1008 -1.412
C 0.3495 -0.9567 1.6247 -0.805
C 0.7639 0.4876 1.4014 -0.741
H 0.1077 1.3897 -1.8570 0.347
H 1.5101 1.1212 -1.0773 0.414
H 0.8337 2.6921 -0.9917 0.342
H -0.9453 1.7809 0.5381 0.579
H -0.6349 -0.7296 -0.9887 -0.338
H -1.9737 0.0382 -0.5133 1.112
H -1.6620 -0.2547 1.7480 0.588
H -1.3631 -1.9746 1.0456 0.585
H 0.3676 -1.2928 2.6582 0.369
H 0.8811 -1.7263 1.0484 0.403
H 1.7797 0.8328 1.2409 0.475
H 0.4337 1.1159 2.2586 0.249
H 1.0375 -1.7794 -2.5421 0.273
H -0.0940 -1.1435 -3.3938 0.275
O 0.2896 -1.1804 -2.4978 -0.704

---

21
Properties=species:S:1:pos:R:3:mulliken_charge:R:1 method="wB97M-V/def2-TZVPD" charge=+1 lumo_energy_ev=-3.28 de_lowest_ev=1.417 homo_ev=-13.16 fmax_ev_per_a=1.64
C 0.0174 0.0208 1.9502 -0.595
C -0.9960 0.7015 1.0129 -0.699
C -0.5151 0.8192 -0.4310 -0.462
C -0.1128 1.9634 -0.9709 0.008
C 0.2640 2.1193 -2.4035 -1.236
N 0.7634 -1.1023 1.2114 -0.267
H -0.4995 -0.5254 2.7248 0.349
H 0.7205 0.7794 2.2698 0.366
H -1.2180 1.7023 1.3530 0.401
H -1.8914 0.0729 0.9601 0.299
H -0.7211 -0.0423 -1.0524 0.478
H 0.1675 2.7877 -0.3201 0.312
H 0.1711 1.2194 -2.9773 0.330
H 1.2923 2.4909 -2.4922 0.308
H -0.2849 2.9257 -2.8863 0.341
H 0.8149 -1.0612 0.1917 0.361
H 0.2303 -1.9480 1.3944 0.357
H 1.7436 -1.0055 1.4726 0.339
H 0.8726 -3.6174 -1.0094 0.330
H -0.6182 -3.3561 -0.8366 0.335
O 0.2240 -3.3040 -0.3656 -0.654

---

Among the records above, which one has the lowest charge? number 8